(1)
{"formula": "C4H16O3S", "method": "ωB97M-V/def2-TZVPD", "elements": ["C", "C", "C", "S", "C", "H", "H", "H", "H", "H", "H", "H", "H", "H", "H", "H", "H", "O", "H", "H", "O", "H", "H", "O"], "xyz": [[-1.6219, -2.2874, 0.8454], [-0.5986, -1.1762, 0.7000], [-0.9570, -0.0027, 1.6878], [-0.1868, 1.5430, 1.4895], [1.5405, 0.9908, 1.3012], [-1.3635, -2.9730, 1.7861], [-2.6734, -1.9368, 0.9982], [-1.4953, -2.9184, -0.0848], [-0.6878, -0.7081, -0.2225], [0.4797, -1.4858, 0.9568], [-0.9822, -0.4311, 2.7191], [-2.0634, 0.1403, 1.5804], [1.9743, 1.4278, 2.3432], [1.7918, 0.0948, 0.8790], [2.0721, 1.6470, 0.6976], [-1.9561, 1.6678, -0.8992], [-3.4324, 1.5967, -1.5669], [-2.4868, 2.0576, -1.6079], [1.0452, 2.0376, -3.2229], [1.6802, 0.7637, -3.4369], [1.4491, 1.3274, -2.7191], [3.5561, -0.4708, -1.4602], [2.1685, -0.2477, -1.7156], [2.7476, -0.6567, -1.0483]], "forces_ev_per_angstrom": [[0.8074, -2.1786, 0.9906], [0.8098, 0.8602, 3.3324], [-2.2639, -2.6418, 0.8386], [0.6518, 0.2634, -1.0494], [-0.0872, 4.2720, 4.6549], [-0.5839, 1.3839, -2.0075], [0.8961, -0.2207, -0.4439], [-0.6684, 0.3434, 1.1509], [0.3404, 0.4275, -2.1508], [-1.7414, 0.1355, -0.8649], [0.7570, 0.4685, -0.3380], [0.7425, 0.3693, -0.3008], [-0.3783, -2.3721, -2.0129], [0.2036, -2.6944, -0.1010], [0.3976, 1.6301, -1.7029], [-0.1454, 0.0043, 0.0483], [3.2940, 1.4423, 0.0496], [-3.0308, -1.4121, -0.0517], [-0.3422, 0.5203, 0.4145], [0.4704, -1.0585, -0.8808], [-0.1970, 0.5532, 0.2210], [2.3431, 0.1905, -0.4744], [-0.3818, -0.0994, 0.8206], [-1.8935, -0.1867, -0.1424]], "mulliken_charge": [-1.17, -0.07, -0.85, -0.10, -0.93, 0.25, 0.34, 0.32, 0.24, 0.24, 0.47, 0.35, 0.26, 0.28, 0.38, 0.34, 0.32, -0.68, 0.29, 0.29, -0.62, 0.27, 0.35, -0.56], "smiles": "CCCSC.O.O.O", "largest_force_ev_per_a": 6.32, "e_homo_ev": -8.152, "total_charge": 0, "e_lumo_ev": 0.4, "e_tot_ev": -21383.472, "relative_energy_ev": 2.0218, "orbital_gap_ev": 8.5269}



(2)
{"formula": "C4H16O3S", "method": "ωB97M-V/def2-TZVPD", "elements": ["C", "C", "C", "C", "S", "H", "H", "H", "H", "H", "H", "H", "H", "H", "H", "H", "H", "O", "H", "H", "O", "H", "H", "O"], "xyz": [[0.4891, 0.6261, -0.7084], [-0.6760, 0.5951, 0.4525], [-0.5055, -0.7297, 1.4084], [1.0199, -1.1999, 1.6272], [0.8061, -2.2962, 3.0936], [0.2509, 1.2782, -1.6246], [1.5438, 0.7428, -0.2446], [0.4968, -0.3731, -1.1382], [-1.6799, 0.5825, -0.0053], [-0.3743, 1.5452, 0.8862], [-0.9361, -1.6732, 0.9223], [-1.2918, -0.3342, 2.1869], [1.5415, -0.3878, 2.0816], [1.2605, -1.7993, 0.6528], [-0.4053, -1.9658, 3.5768], [2.4186, 2.2465, 4.3038], [3.1657, 1.1958, 4.9869], [3.0401, 1.4828, 4.1301], [-2.3469, 0.0440, -5.9697], [-1.7915, 1.2420, -4.9388], [-1.7468, 0.8448, -5.9428], [-2.0443, -0.0063, -3.2516], [-0.6429, -0.7647, -3.1102], [-1.5919, -0.8955, -3.3749]], "forces_ev_per_angstrom": [[-0.5946, -0.7748, 0.1626], [2.9915, -1.2884, -2.0702], [-1.8078, 1.5260, -1.9499], [-4.2925, -0.6988, 0.2000], [1.2770, -0.8424, -0.4733], [0.5929, -0.4028, 1.8573], [-1.8140, 0.4218, -0.9140], [0.1478, -0.3209, -0.2075], [0.5162, 0.1602, 0.4152], [-0.9976, -0.1715, 1.1523], [-0.0166, 1.6788, 0.3766], [2.2504, -1.5152, -0.1834], [1.4412, 0.6194, -0.3458], [0.5359, 1.2346, 2.2347], [-0.1171, 0.4442, -0.1982], [1.0496, -1.0233, -0.6754], [0.8572, -1.2887, 2.9445], [-2.0070, 2.2236, -2.3094], [1.0256, 1.3996, 0.4326], [-0.0361, -1.7763, -4.0571], [-0.9391, 0.5073, 3.4240], [1.0201, -1.7363, -0.1183], [-1.4444, 0.0186, -0.5320], [0.3615, 1.6052, 0.8345]], "mulliken_spin": [0.00, 0.00, 0.04, -0.04, 1.00, 0.00, 0.00, 0.00, 0.00, 0.00, -0.01, -0.01, 0.03, 0.01, -0.01, 0.00, 0.00, 0.00, 0.00, 0.00, 0.00, 0.00, 0.00, 0.00], "multiplicity": 2, "largest_force_ev_per_a": 4.43, "e_homo_ev": [-13.002, -13.002], "total_charge": 1, "e_lumo_ev": [-3.8, -9.1], "e_tot_ev": -21373.306, "relative_energy_ev": 3.0662, "orbital_gap_ev": [9.2499, 3.9235]}



(3)
{"formula": "C4H16O4", "method": "ωB97M-V/def2-TZVPD", "elements": ["C", "O", "H", "H", "H", "H", "C", "O", "H", "H", "H", "H", "C", "O", "H", "H", "H", "H", "C", "O", "H", "H", "H", "H"], "xyz": [[24.6781, -6.2413, -7.0259], [23.4996, -5.4870, -7.2257], [24.7149, -6.5372, -5.9770], [24.7035, -7.1467, -7.6480], [25.5747, -5.6528, -7.2398], [23.6168, -4.8793, -7.9721], [20.6446, -7.5150, -8.7987], [19.3213, -7.0934, -9.1003], [20.6493, -8.5007, -8.3238], [21.1710, -7.5588, -9.7487], [21.1406, -6.8071, -8.1298], [18.7901, -7.1757, -8.3040], [21.8603, -4.1130, -10.0796], [23.1359, -3.8940, -9.4757], [21.1958, -4.5415, -9.3366], [21.4250, -3.1719, -10.4265], [21.9314, -4.7960, -10.9289], [23.7267, -3.5428, -10.1469], [21.8146, -7.9166, -5.0760], [21.6940, -6.5403, -5.3393], [21.0197, -8.5044, -5.5570], [22.7711, -8.3250, -5.4262], [21.7564, -8.1141, -4.0049], [22.2466, -6.3360, -6.1021]], "forces_ev_per_angstrom": [[0.2391, -0.0549, -0.0389], [0.0742, -0.0666, 0.0516], [-0.0013, -0.0239, -0.0185], [-0.0479, 0.1126, 0.0474], [-0.0184, -0.0251, 0.0289], [-0.2635, -0.0952, -0.0853], [-0.1831, 0.0757, 0.1638], [-0.0892, -0.0102, -0.0355], [0.0904, -0.0253, -0.1185], [0.1285, -0.0601, 0.0413], [0.1034, -0.0191, -0.0664], [-0.0035, 0.0648, 0.0187], [-0.0885, 0.1307, -0.1898], [-0.0067, 0.0073, -0.0862], [0.0711, -0.0605, 0.1046], [0.0307, -0.0183, 0.0492], [0.0066, -0.0564, 0.0565], [0.0452, 0.0245, 0.0506], [0.0426, -0.5233, -0.1292], [-0.0740, -0.1600, 0.1911], [0.0187, 0.1012, 0.0029], [-0.0380, 0.0600, 0.0355], [-0.0377, 0.1979, 0.0429], [0.0015, 0.4240, -0.1166]], "mulliken_charge": [-0.64, -0.54, 0.24, 0.25, 0.34, 0.34, -0.31, -0.53, 0.31, 0.27, 0.01, 0.29, -0.51, -0.55, 0.20, 0.28, 0.25, 0.28, -0.60, -0.49, 0.21, 0.25, 0.28, 0.35], "smiles": "CO.CO.CO.CO", "largest_force_ev_per_a": 0.54, "e_homo_ev": -9.802, "total_charge": 0, "e_lumo_ev": 0.6, "e_tot_ev": -12595.817, "relative_energy_ev": 2.0194, "orbital_gap_ev": 10.3640}



(4)
{"formula": "C4H16O4", "method": "ωB97M-V/def2-TZVPD", "elements": ["C", "O", "H", "H", "H", "H", "C", "O", "H", "H", "H", "H", "C", "O", "H", "H", "H", "H", "C", "O", "H", "H", "H", "H"], "xyz": [[-1.5819, -1.5981, 1.9398], [-2.6676, -2.3829, 1.4654], [-1.2885, -0.8293, 1.2194], [-1.8698, -1.0675, 2.8546], [-0.7267, -2.2327, 2.1709], [-2.9282, -2.0689, 0.5924], [-2.9902, -0.0464, -1.3223], [-2.7812, -1.4458, -1.2810], [-4.0013, 0.2195, -1.0140], [-2.3270, 0.4325, -0.5870], [-2.6972, 0.3891, -2.2766], [-2.6806, -1.7917, -2.1694], [0.8139, 0.0286, -1.2439], [0.9936, 1.3574, -0.7878], [0.8607, -0.6695, -0.3983], [-0.1756, -0.0826, -1.6830], [1.5503, -0.2561, -2.0006], [1.9251, 1.4372, -0.5499], [3.6089, 1.9339, 1.1271], [3.8297, 1.6092, -0.2489], [3.2282, 1.0809, 1.6964], [4.5147, 2.3089, 1.6106], [2.8642, 2.7253, 1.1769], [4.5267, 0.9487, -0.2910]], "forces_ev_per_angstrom": [[-0.3774, 0.2451, -0.0065], [0.0823, 0.0792, 0.2275], [0.1239, -0.1457, -0.0570], [-0.0175, -0.1261, -0.0124], [0.0655, -0.0462, -0.0817], [0.1859, -0.1058, -0.0985], [0.6275, 0.6521, 0.5857], [-0.0059, -0.1548, 0.0394], [-0.1626, -0.0879, -0.3991], [-0.0640, -0.2142, -0.0742], [-0.3700, -0.0263, -0.1490], [-0.0757, -0.0337, 0.0217], [-0.0137, -0.1493, 0.3474], [-0.2217, -0.1052, -0.1623], [0.0886, -0.1127, -0.1664], [-0.0375, 0.2103, -0.0185], [0.0442, 0.0022, 0.0329], [0.1090, 0.0865, -0.1882], [0.1239, 0.0695, 0.2286], [-0.1080, 0.0957, 0.3459], [0.0414, -0.0202, -0.0825], [0.0264, -0.0654, -0.0897], [-0.0316, -0.0167, -0.1820], [-0.0330, -0.0301, -0.0610]], "mulliken_charge": [-0.25, -0.53, -0.04, 0.23, 0.22, 0.39, -0.64, -0.55, 0.27, 0.20, 0.38, 0.31, -0.43, -0.51, 0.21, 0.06, 0.32, 0.38, -0.63, -0.55, 0.29, 0.31, 0.27, 0.29], "smiles": "CO.CO.CO.CO", "largest_force_ev_per_a": 1.08, "e_homo_ev": -9.743, "total_charge": 0, "e_lumo_ev": 0.6, "e_tot_ev": -12595.623, "relative_energy_ev": 2.2137, "orbital_gap_ev": 10.3687}